The following is a quantum chemistry calculation of C39H35NO3P2V as an isolated structure, from OMol25.

Computed properties:
- max |F| (eV/A) = 5.4
- electronic energy (Eh) = -3414.13536
- HOMO energy (spin up / spin down) (eV) = -10.3208 / -10.3204
- net charge = +1
- orbital gap (spin up / spin down) (Ha) = 0.2690 / 0.2694
- ΔE to the lowest compared entry with this formula, charge and spin (kJ/mol) = 36.3

Cartesian coordinates (Å):
V: -0.58 0.63 0.07
C: -0.79 3.85 -0.54
P: 0.54 2.72 0.06
C: 0.76 3.33 1.76
C: -0.04 2.74 2.74
C: 0.08 3.11 4.07
C: 1.01 4.08 4.43
C: 1.81 4.66 3.46
C: 1.69 4.29 2.13
C: 1.94 3.23 -0.99
C: 2.23 4.57 -1.24
C: 3.23 4.91 -2.13
C: 3.97 3.92 -2.77
C: 3.67 2.58 -2.54
C: 2.66 2.24 -1.66
C: -2.08 3.14 -0.26
C: -3.35 3.63 -0.19
C: -4.22 2.51 -0.02
C: -3.44 1.40 0.01
C: -3.84 -0.04 0.12
P: -2.30 -1.02 -0.01
C: -2.63 -2.49 0.99
C: -3.79 -3.23 0.79
C: -4.04 -4.35 1.56
C: -3.13 -4.73 2.54
C: -1.97 -3.99 2.75
C: -1.72 -2.87 1.98
C: -2.21 -1.61 -1.73
C: -2.21 -2.95 -2.09
C: -1.97 -3.32 -3.41
C: -1.72 -2.35 -4.37
C: -1.75 -1.01 -4.03
C: -1.99 -0.64 -2.71
N: -2.09 1.75 -0.12
H: -0.66 4.00 -1.62
H: -0.76 4.82 -0.05
H: -0.77 1.97 2.46
H: -0.55 2.65 4.82
H: 1.10 4.36 5.47
H: 2.54 5.41 3.74
H: 2.33 4.74 1.38
H: 1.66 5.35 -0.75
H: 3.45 5.95 -2.32
H: 4.76 4.19 -3.46
H: 4.23 1.81 -3.05
H: 2.41 1.20 -1.50
H: -3.63 4.67 -0.24
H: -5.29 2.54 0.07
H: -4.55 -0.31 -0.67
H: -4.31 -0.25 1.08
H: -4.50 -2.92 0.03
H: -4.95 -4.92 1.41
H: -3.32 -5.61 3.15
H: -1.27 -4.29 3.52
H: -0.83 -2.28 2.14
H: -2.40 -3.72 -1.35
H: -1.97 -4.37 -3.68
H: -1.51 -2.65 -5.39
H: -1.58 -0.25 -4.78
H: -2.01 0.42 -2.45
C: 0.24 -5.29 -1.22
O: 1.61 -5.02 -0.95
C: 1.95 -3.81 -0.50
C: 3.26 -3.66 -0.02
C: 3.65 -2.47 0.53
C: 2.79 -1.37 0.63
C: 3.24 -0.14 1.32
C: 4.72 0.08 1.49
O: 2.45 0.66 1.76
C: 1.49 -1.51 0.09
O: 0.56 -0.52 0.04
C: 1.09 -2.72 -0.47
H: 0.16 -6.37 -1.29
H: -0.08 -4.84 -2.17
H: -0.41 -4.93 -0.41
H: 3.93 -4.51 -0.08
H: 4.65 -2.39 0.93
H: 5.07 -0.51 2.34
H: 4.89 1.13 1.71
H: 5.29 -0.21 0.61
H: 0.10 -2.79 -0.90